Entry 1:
Molecular formula: C4H8O2
Method: DFT, the ωB97M-V functional and the def2-TZVPD basis

Bonds (Å) are listed after each position.
CARTESIAN COORDINATES (ANGSTROEM)
1 C 2.25 0.07 -0.23  O2 1.428, H7 1.100, H8 1.099, H9 1.089
2 O 1.10 -0.32 -0.99  C1 1.428, C3 1.414
3 C -0.21 -0.01 -0.54  O2 1.414, C5 1.476, H10 1.071
4 C -1.93 -0.98 0.30  H11 1.080, H12 1.085, H13 1.116
5 C -0.43 1.15 0.35  C3 1.476, O6 1.212, H14 1.102
6 O -1.51 1.33 0.86  C5 1.212
7 H 3.13 -0.46 -0.63  C1 1.100
8 H 2.46 1.14 -0.31  C1 1.099
9 H 2.12 -0.20 0.82  C1 1.089
10 H -0.80 -0.07 -1.43  C3 1.071
11 H -2.06 -1.73 -0.47  C4 1.080
12 H -1.63 -1.34 1.27  C4 1.085
13 H -2.89 -0.42 0.41  C4 1.116
14 H 0.39 1.85 0.58  C5 1.102

Summary:
Kohn-Sham gap: 8.78 eV
E_LUMO: 0.137 eV
ΔE to the lowest compared entry with this formula, charge and spin: 114.5 kcal/mol
Electronic energy: -8368.316 eV
Highest occupied orbital energy: -8.6 eV
Spin multiplicity: 1

These are the Mulliken partial charges, in e, on atoms 1 to 2:
1. C -0.736
2. O -0.352



Entry 2:
Molecular formula: C40H80Br40
Method: DFT, the ωB97M-V functional and the def2-TZVPD basis

Bonds (Å) are listed after each position.
CARTESIAN COORDINATES (ANGSTROEM)
1 Br -1.81 2.38 3.63  C2 1.988
2 C -2.90 2.89 5.21  Br1 1.988, C3 1.545, H5 1.076, H6 1.069
3 C -2.01 2.85 6.46  C2 1.545, Br4 1.947, H7 1.086, H8 1.089
4 Br -2.90 3.68 7.99  C3 1.947
5 H -3.74 2.21 5.20  C2 1.076
6 H -3.30 3.88 5.08  C2 1.069
7 H -1.11 3.45 6.45  C3 1.086
8 H -1.78 1.80 6.68  C3 1.089
9 Br -3.09 -8.32 -0.33  C10 2.006
10 C -1.26 -8.15 0.47  Br9 2.006, C11 1.478, H13 1.088, H14 1.110
11 C -0.28 -7.45 -0.39  C10 1.478, Br12 1.982, H15 1.103, H16 1.090
12 Br 0.45 -8.56 -1.85  C11 1.982
13 H -0.98 -9.18 0.69  C10 1.088
14 H -1.46 -7.68 1.45  C10 1.110
15 H 0.57 -7.13 0.24  C11 1.103
16 H -0.74 -6.55 -0.79  C11 1.090
17 Br 3.17 0.89 -0.73  C18 1.945
18 C 3.77 1.96 0.77  Br17 1.945, C19 1.522, H21 1.108, H22 1.085
19 C 5.11 2.52 0.32  C18 1.522, Br20 1.918, H23 1.085, H24 1.099
20 Br 5.80 3.81 1.56  C19 1.918
21 H 3.89 1.34 1.68  C18 1.108
22 H 3.13 2.82 0.97  C18 1.085
23 H 4.90 2.93 -0.66  C19 1.085
24 H 5.84 1.70 0.24  C19 1.099
25 Br 6.45 -1.56 1.51  C26 1.990
26 C 5.78 -2.28 3.24  Br25 1.990, C27 1.451, H29 1.088, H30 1.103
27 C 6.60 -3.43 3.61  C26 1.451, Br28 2.054, H31 1.114, H32 1.097
28 Br 6.37 -5.16 2.52  C27 2.054
29 H 4.77 -2.61 3.03  C26 1.088
30 H 5.77 -1.47 3.99  C26 1.103
31 H 6.39 -3.75 4.65  C27 1.114
32 H 7.67 -3.20 3.53  C27 1.097
33 Br 1.80 2.88 6.57  C34 1.985
34 C 3.50 2.64 5.58  Br33 1.985, C35 1.527, H37 1.103, H38 1.094
35 C 4.30 1.43 6.07  C34 1.527, Br36 1.999, H39 1.062, H40 1.075
36 Br 5.95 1.31 4.95  C35 1.999
37 H 4.06 3.58 5.74  C34 1.103
38 H 3.26 2.50 4.53  C34 1.094
39 H 3.86 0.48 5.92  C35 1.062
40 H 4.63 1.60 7.08  C35 1.075
41 Br 1.71 -0.12 3.99  C42 1.930
42 C 0.63 -1.68 4.30  Br41 1.930, C43 1.566, H45 1.095, H46 1.085
43 C -0.32 -1.28 5.48  C42 1.566, Br44 1.938, H47 1.090, H48 1.072
44 Br -1.14 -2.93 6.07  C43 1.938
45 H 1.19 -2.59 4.54  C42 1.095
46 H 0.01 -1.87 3.42  C42 1.085
47 H -1.09 -0.55 5.23  C43 1.090
48 H 0.32 -0.90 6.26  C43 1.072
49 Br 4.98 -3.46 -4.88  C50 1.970
50 C 6.28 -2.57 -3.70  Br49 1.970, C51 1.500, H53 1.097, H54 1.067
51 C 5.97 -1.12 -3.46  C50 1.500, Br52 1.912, H55 1.104, H56 1.101
52 Br 7.31 -0.44 -2.27  C51 1.912
53 H 7.25 -2.67 -4.21  C50 1.097
54 H 6.26 -3.11 -2.79  C50 1.067
55 H 4.95 -0.96 -3.08  C51 1.104
56 H 6.05 -0.53 -4.38  C51 1.101
57 Br -4.54 -1.34 2.17  C58 1.950
58 C -5.07 0.50 2.53  Br57 1.950, C59 1.487, H61 1.094, H62 1.085
59 C -5.92 0.61 3.74  C58 1.487, Br60 1.939, H63 1.099, H64 1.089
60 Br -6.70 2.39 3.77  C59 1.939
61 H -5.62 0.82 1.64  C58 1.094
62 H -4.10 0.98 2.57  C58 1.085
63 H -5.42 0.48 4.71  C59 1.099
64 H -6.80 -0.03 3.75  C59 1.089
65 Br 0.03 -4.61 -2.96  C66 1.892
66 C 1.42 -4.72 -1.68  Br65 1.892, C67 1.555, H69 1.078, H70 1.092
67 C 2.44 -3.59 -1.98  C66 1.555, Br68 1.979, H71 1.076, H72 1.080
68 Br 4.01 -3.70 -0.78  C67 1.979
69 H 1.92 -5.67 -1.69  C66 1.078
70 H 0.98 -4.54 -0.70  C66 1.092
71 H 2.00 -2.62 -1.81  C67 1.076
72 H 2.70 -3.71 -3.02  C67 1.080
73 Br -3.92 1.84 -0.89  C74 1.936
74 C -4.24 3.74 -0.79  Br73 1.936, C75 1.493, H77 1.093, H78 1.086
75 C -3.02 4.48 -1.23  C74 1.493, Br76 1.983, H79 1.087, H80 1.091
76 Br -3.37 6.39 -0.82  C75 1.983
77 H -4.55 4.03 0.22  C74 1.093
78 H -5.17 3.97 -1.31  C74 1.086
79 H -2.93 4.46 -2.31  C75 1.087
80 H -2.12 4.24 -0.66  C75 1.091
81 Br -6.43 0.77 -5.10  C82 1.955
82 C -6.79 -0.07 -3.37  Br81 1.955, C83 1.535, H85 1.096, H86 1.061
83 C -7.28 1.09 -2.49  C82 1.535, Br84 1.962, H87 1.079, H88 1.097
84 Br -7.37 0.46 -0.64  C83 1.962
85 H -5.90 -0.59 -2.99  C82 1.096
86 H -7.60 -0.74 -3.51  C82 1.061
87 H -8.25 1.39 -2.83  C83 1.079
88 H -6.53 1.89 -2.42  C83 1.097
89 Br -0.36 4.58 -4.14  C90 2.011
90 C 1.46 3.93 -4.69  Br89 2.011, C91 1.485, H93 1.087, H94 1.061
91 C 2.14 3.40 -3.49  C90 1.485, Br92 1.996, H95 1.069, H96 1.083
92 Br 3.99 3.05 -4.16  C91 1.996
93 H 2.00 4.78 -5.12  C90 1.087
94 H 1.26 3.15 -5.38  C90 1.061
95 H 1.80 2.44 -3.16  C91 1.069
96 H 2.16 4.15 -2.71  C91 1.083
97 Br 1.80 -4.70 2.66  C98 1.965
98 C 0.42 -5.94 3.32  Br97 1.965, C99 1.542, H101 1.106, H102 1.095
99 C 0.50 -6.20 4.84  C98 1.542, Br100 1.983, H103 1.092, H104 1.085
100 Br 1.99 -7.39 5.38  C99 1.983
101 H 0.50 -6.91 2.79  C98 1.106
102 H -0.53 -5.48 3.05  C98 1.095
103 H -0.38 -6.72 5.21  C99 1.092
104 H 0.62 -5.27 5.39  C99 1.085
105 Br -4.76 -3.93 -6.22  C106 1.945
106 C -3.69 -2.46 -5.52  Br105 1.945, C107 1.519, H109 1.105, H110 1.084
107 C -3.61 -2.67 -4.01  C106 1.519, Br108 1.929, H111 1.123, H112 1.109
108 Br -2.55 -1.25 -3.25  C107 1.929
109 H -4.19 -1.51 -5.78  C106 1.105
110 H -2.70 -2.47 -5.94  C106 1.084
111 H -3.13 -3.66 -3.76  C107 1.123
112 H -4.63 -2.65 -3.59  C107 1.109
113 Br -4.51 4.13 -4.72  C114 1.963
114 C -3.21 3.22 -5.88  Br113 1.963, C115 1.547, H117 1.095, H118 1.077
115 C -2.81 1.93 -5.13  C114 1.547, Br116 1.996, H119 1.095, H120 1.089
116 Br -1.57 1.02 -6.41  C115 1.996
117 H -2.35 3.90 -5.98  C114 1.095
118 H -3.72 2.89 -6.76  C114 1.077
119 H -3.66 1.28 -4.91  C115 1.095
120 H -2.21 2.19 -4.26  C115 1.089
121 Br 2.74 5.50 -0.49  C122 1.978
122 C 4.02 7.00 -0.37  Br121 1.978, C123 1.498, H125 1.069, H126 1.070
123 C 3.61 7.87 0.78  C122 1.498, Br124 1.964, H127 1.081, H128 1.085
124 Br 4.84 9.39 0.95  C123 1.964
125 H 3.99 7.52 -1.30  C122 1.069
126 H 4.96 6.52 -0.21  C122 1.070
127 H 3.55 7.43 1.76  C123 1.081
128 H 2.65 8.32 0.55  C123 1.085
129 Br 0.15 2.62 -0.78  C130 1.913
130 C -0.11 0.72 -0.74  Br129 1.913, C131 1.515, H133 1.100, H134 1.097
131 C 0.13 0.27 0.69  C130 1.515, Br132 1.986, H135 1.084, H136 1.111
132 Br -0.40 -1.64 0.73  C131 1.986
133 H 0.59 0.16 -1.37  C130 1.100
134 H -1.14 0.54 -1.06  C130 1.097
135 H -0.49 0.88 1.35  C131 1.084
136 H 1.22 0.33 0.89  C131 1.111
137 Br 2.01 -2.77 -7.72  C138 1.961
138 C 2.10 -1.22 -6.52  Br137 1.961, C139 1.536, H141 1.107, H142 1.087
139 C 1.26 -1.56 -5.28  C138 1.536, Br140 1.924, H143 1.077, H144 1.114
140 Br 1.59 -0.10 -4.07  C139 1.924
141 H 1.51 -0.42 -7.02  C138 1.107
142 H 3.12 -0.84 -6.42  C138 1.087
143 H 1.65 -2.48 -4.86  C139 1.077
144 H 0.18 -1.57 -5.56  C139 1.114
145 Br -0.94 7.29 3.71  C146 1.928
146 C -0.40 6.72 1.95  Br145 1.928, C147 1.503, H149 1.095, H150 1.083
147 C -0.38 5.22 1.88  C146 1.503, Br148 2.005, H151 1.091, H152 1.100
148 Br 1.21 4.56 2.91  C147 2.005
149 H 0.63 7.00 1.71  C146 1.095
150 H -1.17 6.99 1.23  C146 1.083
151 H -0.15 4.82 0.89  C147 1.091
152 H -1.28 4.78 2.32  C147 1.100
153 Br -6.12 -3.68 -1.33  C154 1.957
154 C -4.27 -3.87 -0.75  Br153 1.957, C155 1.496, H157 1.107, H158 1.053
155 C -4.23 -4.60 0.56  C154 1.496, Br156 1.997, H159 1.118, H160 1.105
156 Br -2.33 -4.55 1.18  C155 1.997
157 H -4.02 -2.80 -0.59  C154 1.107
158 H -3.70 -4.32 -1.51  C154 1.053
159 H -4.53 -5.66 0.38  C155 1.118
160 H -4.83 -4.09 1.34  C155 1.105

Summary:
Kohn-Sham gap: 10.05 eV
E_LUMO: 0.020 eV
Electronic energy: -2844481.363 eV
Highest occupied orbital energy: -10.0 eV
Spin multiplicity: 1

These are the Mulliken partial charges, in e, on atoms 1 to 2:
1. Br -0.012
2. C -0.515



Q: Among the records above, which one has the lowest electronic energy?
A: C40H80Br40



Q: Look up the highest occupied orbital energy of the first one.
A: -8.6 eV



Q: Which value of E_LUMO does entry 2 give?
A: 0.020 eV